ORCA calculation (ωB97M-V with the def2-TZVPD basis set) on 3 unconnected molecules or ions with the total composition C2H10O2.

ORCA input file:
```
! wB97M-V def2-TZVPD RIJCOSX def2/J DEFGRID3
* xyz 0 1
C -1.68805 1.78662 1.06680
C -2.09914 1.10332 -0.24113
H -0.69348 1.37103 1.30354
H -2.31594 1.52205 1.96962
H -1.62841 2.89454 1.11340
H -1.76381 0.07146 -0.44240
H -3.18599 1.02410 -0.41949
H -1.81535 1.83184 -1.04374
H 3.77468 -0.91378 -0.38758
H 2.23641 -0.50191 -0.35060
O 3.10139 -0.37657 0.04282
H -0.31510 -2.44363 -1.21595
H -0.05440 -1.72912 0.00992
O 0.45384 -2.14961 -0.69673
*
```

Values from the calculation:
F_max = 2.27 eV/A
energy relative to the best compared isomer or geometry (same formula, charge and spin) = 55.7 kJ/mol
HOMO-LUMO gap = 11.700 eV
highest occupied orbital energy = -11.152 eV

Here is what Mulliken gives for the atomic charges, in e: number 1, C, carries -0.73; number 2, C, carries -0.64; number 3, H, carries 0.21; number 4, H, carries 0.24; number 5, H, carries 0.29; number 6, H, carries 0.11; number 7, H, carries 0.29; number 8, H, carries 0.24; number 9, H, carries 0.31; number 10, H, carries 0.32; number 11, O, carries -0.64; number 12, H, carries 0.31; number 13, H, carries 0.32; number 14, O, carries -0.63


ORCA calculation (ωB97M-V with the def2-TZVPD basis set) on a molecular structure, C26H34BeN7O3SSb2.

ORCA input file:
```
! wB97M-V def2-TZVPD RIJCOSX def2/J DEFGRID3
* xyz 1 1
Be -1.24232 -0.02949 -0.28880
C 2.72490 3.68070 2.79334
Sb 1.61307 2.67801 1.27332
C 3.11166 2.71260 -0.25399
C 2.09350 0.66483 1.95460
C 2.08776 0.44630 3.43725
C 3.29302 0.17337 4.08246
C 3.35383 -0.06223 5.44643
C 2.19078 -0.03172 6.19909
C 0.98596 0.24912 5.57570
C 0.91573 0.50168 4.20742
C -0.41817 0.85195 3.61258
Sb -1.20888 -0.59107 2.22817
C -0.04455 -2.30020 2.69422
C -3.01672 -1.12279 3.22253
H 2.80088 4.73998 2.55545
H 3.72235 3.24885 2.86099
H 2.22012 3.56712 3.75145
H 4.08864 2.51617 0.18592
H 3.12966 3.68499 -0.74405
H 2.89824 1.94869 -1.00289
H 3.08548 0.44903 1.55504
H 1.40103 -0.00391 1.43653
H 4.20297 0.13750 3.49462
H 4.30526 -0.27193 5.91637
H 2.21978 -0.21525 7.26450
H 0.07773 0.29271 6.16593
H -0.39153 1.80163 3.07639
H -1.16591 0.94527 4.40027
H -0.08824 -2.47345 3.76796
H 0.99031 -2.13010 2.40418
H -0.43741 -3.16607 2.16450
H -2.79580 -1.37416 4.25863
H -3.46705 -1.98932 2.73982
H -3.72372 -0.29469 3.20168
N -6.89058 -2.34339 -0.00306
C -5.87267 -2.20517 -0.51482
C -4.59984 -2.02599 -1.15609
C -4.31326 -2.59227 -2.39943
C -3.06559 -2.37721 -2.95127
C -2.14216 -1.61441 -2.25835
N -2.41778 -1.07302 -1.05888
C -3.62711 -1.27415 -0.52323
H -5.06166 -3.18160 -2.91193
H -2.79248 -2.77230 -3.91960
H -1.17220 -1.41012 -2.69534
H -3.82306 -0.82173 0.44120
N -1.70371 1.68981 -0.51118
C -1.45442 1.86952 -1.93889
C -2.40173 1.41481 -2.84386
C -1.98533 1.04931 -4.11254
C -0.63640 1.13574 -4.43088
C 0.23766 1.83533 -3.61697
C -0.17775 2.21078 -2.34889
S 0.00502 -0.06027 -5.58551
O -0.01882 -1.25141 -4.71569
O 1.37647 0.37165 -5.86554
O -0.88056 -0.11250 -6.71395
H -1.07507 2.28655 0.03462
H -2.65686 1.94218 -0.26249
H -3.42610 1.24288 -2.52674
H -2.66427 0.58536 -4.81668
H 1.26510 1.96915 -3.92608
H 0.52630 2.64290 -1.64814
N 2.43544 -2.80051 -2.65671
C 2.46256 -1.56658 -3.17323
N 2.92386 -1.34251 -4.38258
N 2.07694 -0.50421 -2.42440
C 1.10834 -0.52499 -1.62396
N 0.21766 -0.43655 -0.86106
H 2.67482 -3.60289 -3.21303
H 2.29282 -2.93042 -1.67140
H 3.21264 -2.12550 -4.94753
H 2.53138 -0.53039 -4.90354
*
```

Values from the calculation:
F_max = 0.33 eV/A
energy relative to the best compared isomer or geometry (same formula, charge and spin) = 0.0 kJ/mol
HOMO-LUMO gap = 7.586 eV
highest occupied orbital energy = -11.011 eV

Here is what Mulliken gives for the atomic charges, in e: number 1, Be, carries -0.66; number 2, C, carries -1.26; number 3, Sb, carries 0.67; number 4, C, carries -1.20; number 5, C, carries -1.31; number 6, C, carries 1.27; number 7, C, carries -0.90; number 8, C, carries -0.71; number 9, C, carries -0.70; number 10, C, carries -1.00; number 11, C, carries 1.23; number 12, C, carries -1.40; number 13, Sb, carries 0.55; number 14, C, carries -1.24; number 15, C, carries -1.44; number 16, H, carries 0.39; number 17, H, carries 0.38; number 18, H, carries 0.34; number 19, H, carries 0.42; number 20, H, carries 0.41; number 21, H, carries 0.23; number 22, H, carries 0.72; number 23, H, carries -0.33; number 24, H, carries 0.45; number 25, H, carries 0.44; number 26, H, carries 0.41; number 27, H, carries 0.40; number 28, H, carries 0.27; number 29, H, carries 0.69; number 30, H, carries 0.39; number 31, H, carries 0.33; number 32, H, carries 0.50; number 33, H, carries 0.45; number 34, H, carries 0.46; number 35, H, carries 0.45; number 36, N, carries -0.43; number 37, C, carries -0.21; number 38, C, carries 0.08; number 39, C, carries -0.33; number 40, C, carries -1.07; number 41, C, carries 0.12; number 42, N, carries 0.43; number 43, C, carries -0.26; number 44, H, carries 0.55; number 45, H, carries 0.62; number 46, H, carries 0.22; number 47, H, carries 0.77; number 48, N, carries 0.09; number 49, C, carries 0.06; number 50, C, carries -0.48; number 51, C, carries -0.98; number 52, C, carries -0.15; number 53, C, carries -0.35; number 54, C, carries -0.68; number 55, S, carries 1.37; number 56, O, carries -0.64; number 57, O, carries -0.83; number 58, O, carries -0.70; number 59, H, carries 0.19; number 60, H, carries 0.53; number 61, H, carries 0.50; number 62, H, carries 0.56; number 63, H, carries 0.50; number 64, H, carries 0.49; number 65, N, carries -0.36; number 66, C, carries 0.53; number 67, N, carries -0.30; number 68, N, carries -0.35; number 69, C, carries 1.16; number 70, N, carries -0.23; number 71, H, carries 0.22; number 72, H, carries 0.20; number 73, H, carries 0.22; number 74, H, carries 0.30